# 1
Computed, not measured: a cluster of 4 separate species, C38H84IN8O6 in total in a non-equilibrium geometry, with wB97M-V/def2-TZVPD.

```
137
C38H84IN8O6 (wB97M-V/def2-TZVPD)
C -10.543 -0.212 -4.680
C -9.283 0.266 -5.426
C -8.135 -0.774 -5.390
C -6.795 -0.031 -5.318
C -6.667 0.774 -6.633
N -5.525 -0.871 -5.193
C -4.280 -0.011 -4.889
C -4.569 1.454 -4.562
C -3.404 -0.513 -3.733
N -3.223 -1.948 -3.591
N -2.911 -2.332 -2.291
C -4.120 -2.813 -4.354
C -4.232 -4.192 -3.716
C -2.933 -5.006 -3.618
C -2.943 -5.871 -2.347
C -1.852 -6.953 -2.354
C -0.525 -6.498 -1.725
C 0.639 -6.473 -2.717
C 2.003 -6.340 -2.049
C 2.281 -4.940 -1.507
C 3.445 -4.907 -0.490
C 2.966 -4.561 0.921
C 4.112 -4.214 1.862
O 3.719 -3.381 2.942
C 2.749 -3.972 3.776
N -3.700 -2.807 -5.776
C -3.841 -4.050 -6.562
C -2.377 -2.264 -6.095
C -1.101 -2.925 -5.643
O -2.335 -1.328 -6.853
C -5.556 -2.169 -4.421
I -6.333 -1.736 -2.413
N -6.471 -3.103 -5.000
C -6.633 -3.265 -6.197
O -6.862 -3.397 -7.323
H -10.475 -1.264 -4.424
H -10.676 0.366 -3.769
H -11.428 -0.040 -5.284
H -9.531 0.463 -6.467
H -8.943 1.216 -5.014
H -8.210 -1.363 -6.300
H -8.317 -1.423 -4.541
H -6.894 0.629 -4.469
H -5.635 0.860 -6.967
H -7.017 1.787 -6.470
H -7.235 0.301 -7.427
H -5.338 -1.172 -6.158
H -3.668 -0.036 -5.780
H -4.896 2.047 -5.405
H -3.624 1.878 -4.228
H -5.250 1.555 -3.722
H -2.430 -0.058 -3.934
H -3.749 -0.060 -2.802
H -3.426 -1.835 -1.577
H -1.915 -2.333 -2.123
H -4.933 -4.796 -4.284
H -4.655 -4.107 -2.723
H -2.824 -5.682 -4.464
H -2.064 -4.365 -3.540
H -3.936 -6.272 -2.147
H -2.731 -5.189 -1.521
H -2.235 -7.831 -1.841
H -1.661 -7.233 -3.391
H -0.259 -7.176 -0.914
H -0.636 -5.515 -1.266
H 0.621 -7.402 -3.286
H 0.499 -5.648 -3.421
H 2.114 -7.082 -1.258
H 2.764 -6.566 -2.798
H 2.526 -4.271 -2.329
H 1.390 -4.567 -1.002
H 3.959 -5.866 -0.484
H 4.166 -4.144 -0.784
H 2.300 -3.699 0.881
H 2.426 -5.420 1.322
H 4.884 -3.660 1.332
H 4.578 -5.117 2.273
H 2.897 -5.047 3.898
H 2.804 -3.510 4.759
H 1.742 -3.784 3.396
H -2.992 -4.722 -6.444
H -4.732 -4.610 -6.309
H -3.900 -3.787 -7.616
H -1.053 -3.946 -6.018
H -1.012 -2.927 -4.566
H -0.282 -2.374 -6.089
C 2.164 1.354 6.692
C 2.542 -0.027 6.170
C 2.059 -0.303 4.741
O 0.674 -0.585 4.624
C -0.171 0.547 4.592
N 2.083 -1.042 7.124
H 1.115 1.404 6.988
H 2.756 1.597 7.574
H 2.350 2.125 5.942
H 3.635 -0.078 6.139
H 2.569 -1.196 4.376
H 2.333 0.523 4.070
H 0.304 1.385 4.072
H -0.462 0.868 5.595
H -1.075 0.266 4.051
H 2.438 -1.954 6.849
H 1.074 -1.121 7.037
C 4.182 7.179 4.075
C 4.812 5.790 4.085
C 3.814 4.646 3.868
O 3.009 4.338 4.991
C 1.877 5.167 5.173
N 5.585 5.637 5.319
H 3.659 7.392 5.007
H 4.956 7.938 3.961
H 3.474 7.289 3.251
H 5.517 5.745 3.250
H 4.381 3.734 3.664
H 3.180 4.838 2.991
H 1.452 5.478 4.214
H 2.112 6.052 5.768
H 1.132 4.585 5.717
H 6.115 4.771 5.290
H 4.932 5.506 6.088
C 9.729 9.184 7.348
C 8.242 8.844 7.380
C 7.689 8.311 6.052
O 7.488 9.299 5.055
C 8.637 9.665 4.319
N 7.500 10.011 7.868
H 9.916 10.127 6.835
H 10.112 9.287 8.362
H 10.303 8.401 6.847
H 8.105 8.041 8.111
H 6.705 7.881 6.233
H 8.319 7.502 5.659
H 9.300 8.808 4.164
H 9.196 10.468 4.806
H 8.302 10.028 3.347
H 6.527 9.758 8.009
H 7.478 10.700 7.121
```

gap between HOMO and LUMO	6.65	eV
HOMO energy	-9.7	eV
charge	+1
LUMO energy	-3.0766	eV

# 2
Computed, not measured: a structure of composition C35H34AlClNO6PS3Si2, with wB97M-V/def2-TZVPD.

```
84
C35H34AlClNO6PS3Si2 (wB97M-V/def2-TZVPD)
Al 0.953 0.753 -0.857
C 2.500 2.743 0.862
Si 2.717 0.804 0.984
C 2.876 -1.134 0.794
C 2.515 0.778 2.875
C 3.679 1.066 3.604
C 3.698 1.105 4.989
C 2.519 0.872 5.682
C 1.362 0.593 4.971
C 1.312 0.522 3.565
Si -0.530 -0.005 3.141
C -1.399 1.497 3.876
C -0.491 -1.697 3.971
H 3.275 3.186 1.498
H 1.517 3.003 1.264
H 2.591 3.165 -0.140
H 3.913 -1.488 0.753
H 2.353 -1.545 -0.070
H 2.415 -1.557 1.692
H 4.600 1.265 3.060
H 4.621 1.321 5.519
H 2.497 0.903 6.766
H 0.459 0.413 5.552
H -1.691 1.331 4.916
H -2.303 1.705 3.308
H -0.716 2.348 3.836
H -0.843 -1.629 5.005
H 0.542 -2.054 3.982
H -1.132 -2.398 3.449
Cl -3.052 0.480 -1.971
C -2.955 -0.553 -3.347
C -4.144 -0.841 -4.018
C -4.131 -1.673 -5.117
C -2.932 -2.224 -5.558
C -1.762 -1.934 -4.885
C -1.743 -1.096 -3.762
P -0.131 -0.733 -2.913
C 0.838 -0.203 -4.373
C 0.604 1.103 -4.803
C 1.271 1.609 -5.909
C 2.187 0.821 -6.592
C 2.425 -0.477 -6.168
C 1.753 -0.989 -5.066
C 0.416 -2.428 -2.497
C -0.548 -3.381 -2.161
C -0.171 -4.634 -1.702
C 1.173 -4.955 -1.580
C 2.136 -4.006 -1.890
C 1.767 -2.742 -2.331
H -5.064 -0.408 -3.648
H -5.058 -1.897 -5.632
H -2.912 -2.877 -6.422
H -0.828 -2.362 -5.228
H -0.073 1.738 -4.245
H 1.090 2.631 -6.219
H 2.723 1.224 -7.443
H 3.148 -1.095 -6.687
H 1.958 -2.000 -4.738
H -1.603 -3.143 -2.226
H -0.934 -5.348 -1.420
H 1.469 -5.930 -1.213
H 3.187 -4.229 -1.755
H 2.514 -1.973 -2.483
O 1.359 2.168 -2.078
C 2.511 1.467 -2.196
N 2.514 0.230 -1.889
S 5.251 0.515 -0.762
O 4.445 1.101 0.454
O 6.692 0.676 -0.443
C 4.987 1.896 -1.969
C 6.116 2.624 -2.316
C 6.028 3.691 -3.198
C 4.798 4.049 -3.735
C 3.664 3.334 -3.387
C 3.746 2.242 -2.526
H 7.060 2.345 -1.862
H 6.920 4.251 -3.455
H 4.721 4.890 -4.416
H 2.687 3.602 -3.768
O -2.833 -0.646 3.088
S -3.016 -0.910 1.652
O -3.995 -0.050 1.016
O -3.156 -2.316 1.325
S -1.044 -0.246 0.989
```

energy above the lowest of the compared OMol25 structures with the same formula, charge and spin	9.3	kcal per mole
gap between HOMO and LUMO	5.00	eV
HOMO energy	-1.0	eV
charge	-2
LUMO energy	4.0136	eV